[1]
The following is a quantum chemistry calculation of a cluster of 12 separate species, C41H86O26S2 in total, from OMol25.

## Properties
E_tot: -118813.0871 eV
Structure (SMILES): CCOS(C)(=O)=O.CCOS(C)(=O)=O.COC(=O)OC.COC(=O)OC.COC(=O)OC.COC(=O)OC.COC(=O)OC.C1CCOC1.C1CCOC1.C1CCOC1.C1CCOC1.C1CCOC1
HOMO energy: -0.34114 hartree
HOMO-LUMO gap: 9.561 eV

The geometry in ORCA input format:
```
! RIJCOSX wB97M-V def2-TZVPD def2/J DEFGRID3
* xyz 0 1
H 5.705 -2.539 -3.225
C -1.809 4.105 -3.745
H 1.553 3.260 -1.871
O 3.697 -2.232 -3.506
H -2.979 1.648 2.415
S -0.995 -1.258 -0.850
H -3.850 4.602 -4.496
H 7.445 0.916 0.377
H -1.606 5.568 -2.128
H 3.668 4.699 -0.162
O -1.527 -0.150 -0.146
H -6.439 -1.015 6.870
H 5.179 4.287 -2.813
C 1.195 -0.001 -0.460
C -6.338 -0.052 6.386
H -4.679 2.134 2.455
H 1.396 3.113 7.639
H -0.122 0.292 2.955
O 0.749 2.837 5.666
H -1.433 -1.490 3.661
H 3.025 1.909 2.677
H 2.855 0.048 -1.821
C 6.475 -4.389 0.774
O -5.305 -0.096 5.411
H 3.688 -4.389 -0.612
H 2.519 -2.683 2.703
H 0.835 -0.027 -5.454
H -1.707 5.771 1.932
O -4.156 6.624 1.074
H 4.642 -3.607 -2.372
O 0.337 -3.831 -5.513
C 0.344 -2.739 3.211
H 2.077 -0.509 -6.595
H -1.198 3.230 -3.889
O 1.482 2.921 3.682
H 2.535 -3.243 -0.012
H 0.764 0.775 -1.106
H -1.802 -0.823 -3.115
H -1.007 2.966 1.039
H 2.596 2.272 -2.896
H -3.330 2.886 -4.672
H 0.836 -5.655 -4.635
H -0.020 -3.694 3.586
H -0.328 0.004 -2.664
C -0.416 -1.656 4.003
H -6.131 0.692 7.162
H 5.501 -4.357 1.263
H 1.194 1.421 7.139
H -5.274 3.822 0.566
S -4.291 5.466 1.866
H -6.356 5.207 0.821
C 3.002 4.449 -2.882
H -3.622 -2.558 1.181
C -1.350 -5.041 -6.631
H -6.116 4.059 2.165
H -3.624 2.832 3.621
H -1.484 -2.970 -5.938
O 3.510 2.868 -1.187
H 2.165 3.105 1.763
H 0.650 0.110 4.636
H -0.138 -4.568 -3.630
C 2.578 3.139 -2.232
H -0.896 3.539 2.663
H -0.218 2.477 7.382
H 3.009 4.497 -3.976
C -1.217 -5.681 -5.234
H 5.182 3.843 -0.475
C 4.374 4.748 -2.243
H 3.277 3.662 3.019
H 4.568 5.807 -2.084
C 3.249 -2.002 -4.736
C 1.049 -6.120 -0.452
H -0.275 -1.767 -2.959
O -3.185 4.435 1.403
H 4.842 -3.830 -4.148
H -3.363 -2.763 2.894
H 1.615 -6.721 1.629
C -3.272 3.786 -4.056
O 1.628 -0.782 3.087
C -3.661 -2.038 2.146
O 5.467 -2.096 0.052
C -5.687 -0.788 1.781
H -8.519 0.442 2.689
H 1.659 -6.990 -0.719
C -3.195 4.120 -1.729
O -6.769 -0.485 2.505
H -0.370 -1.809 5.079
O -5.710 2.039 4.882
O 2.508 -4.988 1.031
H 7.068 -5.162 1.240
C 2.554 2.889 2.754
H 2.293 5.249 -2.629
H -3.749 5.039 -1.501
C -3.799 1.904 3.072
C -1.791 4.501 -2.248
C -0.757 -3.639 -6.425
C 6.689 0.147 0.336
O -4.146 0.836 3.908
O -4.996 -1.643 2.506
H -1.757 5.319 0.202
H 5.821 0.376 0.950
H 1.011 -4.127 -1.562
C 2.704 -0.165 -0.761
H 0.842 -1.665 -6.105
H 0.017 -6.338 -0.703
H 2.200 -5.264 -2.068
C 1.459 -0.843 -5.757
C 1.368 -5.848 1.020
C 0.808 2.431 7.020
H 0.195 4.264 1.524
H 2.111 -2.382 4.352
C -5.135 1.014 4.743
C -0.863 -0.934 -2.577
C 0.374 -0.346 3.681
C 1.761 -2.193 3.310
C -1.804 4.940 1.218
H -0.012 -2.674 2.172
C 1.798 2.533 4.901
O -3.841 3.413 -2.808
H -2.059 -5.384 -4.610
H 1.000 0.359 0.552
C -5.662 4.521 1.297
O 2.207 -1.237 -4.619
H -1.066 3.939 -1.657
O 0.566 -1.290 -0.583
C 4.186 4.052 -0.883
H 6.342 -4.540 -0.296
C 0.015 -4.928 -4.652
O 7.182 -3.159 0.969
H 6.346 0.041 -0.697
H -2.945 -1.222 2.075
C 1.647 -4.931 -1.184
O -4.283 5.502 3.284
H -2.375 -4.946 -6.990
H -1.393 4.916 -4.343
O 7.278 -1.060 0.763
H -0.738 -5.537 -7.386
H 3.029 -1.194 -0.620
H 3.295 0.454 -0.098
H -8.147 -0.056 1.008
C 4.789 -3.120 -3.331
O 3.685 -2.392 -5.731
H -7.388 1.373 1.801
C -7.740 0.344 1.931
O 2.807 2.036 5.273
C 6.535 -2.101 0.566
H -3.154 3.412 -0.907
O -5.461 -0.351 0.696
H -7.292 0.221 5.924
C 2.673 -4.313 -0.205
C -0.816 3.875 1.629
H -1.027 -6.746 -5.262
H 0.537 -5.359 1.564
O -1.459 -2.556 -0.541
H -0.393 -3.252 -7.375
*
```

These are the Löwdin partial charges, in e, on atoms 1 to 8: H 0.099; C -0.149; H 0.104; O 0.000; H 0.093; S 0.523; H 0.118; H 0.094

***

[2]
The following is a quantum chemistry calculation of a structure of composition C15H31NO3P2Tc, from OMol25.

## Properties
E_tot: -44440.6555 eV
⟨S²⟩: 3.769
HOMO energy (alpha / beta): -0.53049 / -0.54122 hartree
HOMO-LUMO gap (alpha / beta): 6.329 / 6.764 eV
ΔE to the lowest compared entry with this formula, charge and spin: 102.4 kJ/mol

The geometry in ORCA input format:
```
! RIJCOSX wB97M-V def2-TZVPD def2/J DEFGRID3
* xyz 2 4
H 2.333 -3.400 1.737
C -1.461 -0.579 -3.388
H -1.885 -2.859 0.846
H 1.753 0.759 0.220
H -1.401 2.268 -1.444
C -1.584 2.861 1.038
H 1.217 -2.198 -1.865
O -1.622 0.379 4.071
H 2.029 -2.915 0.085
H 2.017 1.496 -3.700
H 0.980 3.813 2.808
H 0.625 -1.132 -0.335
C 1.102 0.900 -3.512
H 1.033 -1.572 3.991
C 0.210 -2.043 3.418
H -0.941 -0.595 -4.357
C 0.664 0.842 0.373
H 2.591 -0.561 -2.935
H 0.259 1.421 -0.439
H -0.717 -2.104 4.013
Tc -0.650 -0.023 2.245
O -0.985 1.394 5.964
H -2.381 -1.175 -3.537
H 0.507 -3.101 3.346
P -0.008 2.073 1.604
H -0.989 -0.568 -0.140
H -1.259 -1.861 -1.622
C -0.913 -3.305 1.051
H -0.582 -3.830 0.154
H 1.222 4.116 1.057
C 0.701 -1.361 -2.333
C -0.655 -1.277 -2.324
C 1.223 3.343 1.844
H 1.577 -1.077 -4.246
H -1.049 -4.060 1.841
C 1.545 -0.564 -3.269
N -0.702 0.944 4.861
C -1.879 0.872 -3.061
H 0.528 0.960 -4.447
H 2.217 2.884 1.913
P 0.306 -2.106 1.580
C -0.007 -0.543 0.335
H -1.554 3.302 0.041
C 1.969 -2.572 1.120
O 0.468 0.955 4.349
H -1.816 3.659 1.757
H -2.398 2.121 1.094
C 0.392 1.598 -2.384
H 1.080 2.265 -1.854
H 2.677 -1.751 1.227
H -2.897 0.872 -2.655
C -0.948 1.581 -2.144
H -1.942 1.451 -3.998
*
```

These are the Löwdin partial charges, in e, on atoms 1 to 8: H 0.091; C -0.154; H 0.077; H 0.127; H 0.072; C -0.196; H 0.100; O -0.219

***

[3]
The following is a quantum chemistry calculation of a cluster of 2 separate species, C9H10N2O3 in total, from OMol25.

## Properties
E_tot: -18616.1298 eV
Structure (SMILES): N/C(O)=C(\O)c1ccccc1.N=C=O
HOMO energy: -0.26142 hartree
HOMO-LUMO gap: 7.608 eV
ΔE to the lowest compared entry with this formula, charge and spin: 234.1 kJ/mol

The geometry in ORCA input format:
```
! RIJCOSX wB97M-V def2-TZVPD def2/J DEFGRID3
* xyz 0 1
C 0.572 0.068 0.128
H -3.663 -1.485 0.099
C 2.343 0.111 -1.445
H 3.477 1.502 1.437
C 2.720 1.131 0.687
H 0.536 -0.961 -1.781
H -2.096 -2.506 -1.135
N -2.239 1.600 -1.250
C -1.768 2.396 -0.514
C -1.609 -1.129 0.062
H -2.964 -0.780 1.476
O -1.369 0.413 1.627
O -1.253 -2.010 -0.939
C -0.799 -0.180 0.552
C 3.164 0.827 -0.625
H 1.037 0.887 2.054
H 4.113 1.051 -1.114
H -1.927 1.217 -2.116
O -1.636 3.292 0.235
C 1.454 0.659 1.058
H -0.848 1.251 1.947
H 2.569 -0.175 -2.517
N -2.765 -1.405 0.754
C 1.113 -0.340 -1.082
*
```

These are the Löwdin partial charges, in e, on atoms 1 to 8: C -0.159; H 0.160; C -0.128; H 0.118; C -0.065; H 0.112; H 0.130; N 0.228